16
Properties=species:S:1:pos:R:3 method="wB97M-V/def2-TZVPD" e_tot_ev=-9310.12211 gap_ev=9.45 smiles="[H]/N=C/NC.O.O" e_lumo_ha=0.023
H 1.28009 -1.93443 0.82303
N 1.72316 -1.02648 0.94457
C 0.93614 -0.01713 0.95651
N 1.19231 1.10865 1.65452
C 0.83382 2.47656 1.29031
H -0.07045 -0.30687 0.63086
H 1.76077 1.00633 2.48474
H 1.67049 3.11327 1.57578
H 0.79447 2.48363 0.20134
H -0.08100 2.85510 1.73523
O -1.07391 2.08332 -1.81737
H -0.48792 1.65638 -2.47130
H -1.29544 1.27509 -1.30326
O -2.10491 -4.67854 -2.29146
H -2.46611 -5.31038 -2.90127
H -2.61152 -4.78451 -1.51222

16
Properties=species:S:1:pos:R:3 method="wB97M-V/def2-TZVPD" e_tot_ev=-9311.05396 gap_ev=10.00 smiles="[H]/N=C/NC.O.O" e_lumo_ha=0.037
H 0.61333 2.86334 0.35648
N 0.10895 2.00038 0.18693
C 0.99842 1.14697 -0.23475
N 0.87628 -0.17846 -0.25833
C 1.38186 -0.98870 -1.35502
H 1.85280 1.53154 -0.81445
H 0.09815 -0.58437 0.26436
H 1.62946 -2.00053 -1.09826
H 2.27631 -0.51414 -1.77456
H 0.71473 -0.83870 -2.22159
O -2.12480 0.63912 1.04205
H -2.21391 1.15921 1.82837
H -1.32706 0.95818 0.56225
O -1.24651 -1.71017 1.13266
H -1.75593 -2.50013 0.96008
H -1.88209 -0.98357 1.42378

16
Properties=species:S:1:pos:R:3 method="wB97M-V/def2-TZVPD" e_tot_ev=-9309.70158 gap_ev=8.76 e_lumo_ha=0.015
N 0.86426 -0.52200 0.01698
C 1.62722 0.68178 -0.07028
C 1.64100 1.47512 -1.14041
N 0.48547 1.89246 -1.85604
H 1.10895 -1.14265 -0.74101
H -0.13040 -0.31242 0.00485
H 2.28675 0.96495 0.75521
H 2.57821 2.04130 -1.28345
H 0.57569 1.82234 -2.87831
H -0.25335 1.19067 -1.78932
O -1.21351 -2.72543 0.66746
H -1.48125 -1.80483 0.85410
H -1.40205 -3.12600 1.51953
O -2.36738 -0.50810 1.85431
H -1.48957 -0.26864 2.17754
H -2.83004 0.34143 1.90884

16
Properties=species:S:1:pos:R:3 method="wB97M-V/def2-TZVPD" e_tot_ev=-9310.55800 gap_ev=8.33 smiles="N/C=C/N.O.O" e_lumo_ha=0.018
N 0.46311 0.79591 -0.51981
C 0.08323 -0.50609 -0.37642
C -0.85697 -1.12934 -1.08351
N -1.36294 -2.41954 -0.77358
H 0.12021 1.46053 -1.18802
H 1.28556 1.09285 -0.02128
H 0.55869 -1.08836 0.38255
H -1.33023 -0.57475 -1.88861
H -1.72323 -2.91192 -1.57627
H -2.14386 -2.38182 -0.13190
O 1.26873 6.05876 0.38163
H 0.90211 5.19737 0.16452
H 0.79257 6.69154 -0.17390
O 0.29787 -3.51202 1.96752
H 0.10936 -3.38824 1.03045
H -0.36023 -3.00079 2.44518

16
Properties=species:S:1:pos:R:3 method="wB97M-V/def2-TZVPD" e_tot_ev=-9309.04221 gap_ev=7.51 e_lumo_ha=0.011
N 0.49515 0.70527 -0.49316
C -0.61651 1.60014 -0.62729
C -1.82886 1.50686 -1.17354
N -2.59210 0.32517 -1.33689
H 0.48480 -0.04225 -1.29563
H 0.51237 0.23438 0.45943
H -0.55831 2.52969 -0.03406
H -2.14421 2.41636 -1.59743
H -3.25114 0.26200 -2.25235
H -2.04139 -0.53242 -1.21413
O 2.89425 -1.46543 0.14461
H 2.32206 -1.77128 0.81221
H 3.71756 -1.45115 0.71530
O 1.13029 -1.36167 2.39856
H 0.78848 -0.73610 3.18137
H 0.68756 -2.21956 2.31300

17
Properties=species:S:1:pos:R:3 method="wB97M-V/def2-TZVPD" e_tot_ev=-11359.08997 gap_ev=10.75 smiles="NCNC=O.O.O" e_lumo_ha=0.029
N -0.77905 -0.81454 1.14934
C -0.84495 0.56960 0.64333
N -0.94482 0.63552 -0.78940
C -2.17611 0.80314 -1.37242
O -3.16419 1.20913 -0.81191
H -1.16625 -0.80849 2.08188
H -1.30922 -1.46969 0.58615
H -1.71188 1.07820 1.06641
H 0.07018 1.07686 0.93940
H -0.16044 0.88210 -1.36588
H -2.23799 0.56239 -2.44780
O 2.64866 0.68834 -1.42208
H 2.54820 0.28223 -0.55373
H 3.53813 0.51675 -1.73459
O 2.08633 -1.65114 1.02553
H 2.48375 -1.94233 1.85420
H 1.11962 -1.61807 1.15157

17
Properties=species:S:1:pos:R:3 method="wB97M-V/def2-TZVPD" e_tot_ev=-11358.37230 gap_ev=9.35 smiles="NCC(N)=O.O.O" e_lumo_ha=0.017
N 0.90572 0.42566 -1.72616
C 0.42009 0.48964 -0.34023
C -0.67933 -0.52543 0.19884
N -0.03436 -1.68658 0.66240
O -1.81749 -0.17053 0.54254
H 1.63208 1.15438 -1.98624
H 0.20644 0.23790 -2.49131
H 0.01708 1.55367 -0.11832
H 1.33198 0.23872 0.38174
H 0.79968 -2.09544 0.18167
H -0.64760 -2.36375 1.11894
O 3.00686 -1.36403 1.25855
H 3.86457 -1.70228 1.61556
H 2.98474 -0.58015 1.84517
O -2.32260 2.54669 -0.73142
H -2.39956 1.68609 -0.23381
H -3.26770 2.81490 -0.57616

17
Properties=species:S:1:pos:R:3 method="wB97M-V/def2-TZVPD" e_tot_ev=-11350.87815 gap_ev=4.12 e_lumo_ha=-0.198
O 1.36168 0.28108 -2.14125
C 1.20480 -0.84060 -1.53797
N 0.72823 -1.99974 -1.94105
C -1.35377 -0.43084 0.19353
N -0.84083 0.71350 -0.46166
H 1.55456 -0.87253 -0.50590
H 0.40474 -1.76179 -2.96851
H -2.41408 -0.52172 0.04406
H -0.87465 -1.33915 -0.18817
H -0.07197 0.64335 -1.15977
H -1.05169 -0.39602 1.22911
H 1.82952 0.05490 1.92721
H 0.34336 0.73115 1.81509
O 0.95992 -0.09372 1.52923
H -0.33721 2.64725 2.08181
H -0.79547 1.47528 0.16626
O -0.64712 1.70959 1.91799

17
Properties=species:S:1:pos:R:3 method="wB97M-V/def2-TZVPD" e_tot_ev=-11358.82420 gap_ev=10.78 smiles="CNC(N)=O.O.O" e_lumo_ha=0.024
C -0.64943 1.26541 1.50037
N 0.59578 1.57977 0.88165
C 1.17477 0.77514 -0.07206
N 2.52559 1.03031 -0.64563
O 0.51752 -0.14085 -0.55832
H -1.42142 1.94824 1.13072
H -0.94636 0.10359 1.41275
H -0.52837 1.52406 2.51859
H 1.37239 2.08153 1.38334
H 2.72434 2.00858 -0.91018
H 2.60740 0.45082 -1.49258
O -1.98521 -0.41699 -1.35585
H -2.24066 0.45707 -1.75925
H -1.04707 -0.31991 -1.11799
O -1.29302 -3.41512 0.36911
H -1.45982 -4.02464 1.06413
H -1.97637 -2.95954 -0.09099

17
Properties=species:S:1:pos:R:3 method="wB97M-V/def2-TZVPD" e_tot_ev=-11352.78194 gap_ev=3.30 e_lumo_ha=-0.191
N -3.53835 0.31801 -1.39178
C 2.98106 0.08709 -1.03978
C 2.05974 -0.40466 -0.10554
N 0.82925 -0.81458 -0.52505
O 2.31863 -0.34142 1.11244
H -4.42342 -0.14266 -1.55878
H -3.68957 1.32131 -1.38008
H 4.00249 0.32140 -0.80631
H 2.61960 0.15463 -2.06272
H 0.57397 -0.71124 -1.49092
H 0.06721 -0.68969 0.13194
H -2.38029 -1.05882 1.48686
H -3.14312 0.04086 -0.50050
O -1.50745 -0.79702 1.16141
H -0.47322 1.92766 1.31411
H -1.20722 0.57036 0.88961
O -1.16953 1.59756 0.74809

Copy entry 3 word for word.
16
Properties=species:S:1:pos:R:3 method="wB97M-V/def2-TZVPD" e_tot_ev=-9309.70158 gap_ev=8.76 e_lumo_ha=0.015
N 0.86426 -0.52200 0.01698
C 1.62722 0.68178 -0.07028
C 1.64100 1.47512 -1.14041
N 0.48547 1.89246 -1.85604
H 1.10895 -1.14265 -0.74101
H -0.13040 -0.31242 0.00485
H 2.28675 0.96495 0.75521
H 2.57821 2.04130 -1.28345
H 0.57569 1.82234 -2.87831
H -0.25335 1.19067 -1.78932
O -1.21351 -2.72543 0.66746
H -1.48125 -1.80483 0.85410
H -1.40205 -3.12600 1.51953
O -2.36738 -0.50810 1.85431
H -1.48957 -0.26864 2.17754
H -2.83004 0.34143 1.90884